1.
Molecular formula: CH4N4S
Method: DFT, ωB97M-V with the def2-TZVPD basis set

Properties
- HOMO (alpha / beta): -8.176 / -8.378 eV

```
! wB97M-V def2-TZVPD RIJCOSX def2/J DEFGRID3
* xyz 0 1
C -0.052 0.905 -0.196
N 0.591 -1.572 0.042
N -1.123 0.130 0.362
N -0.679 -1.355 0.016
N 1.173 -0.062 -0.204
S 2.624 0.402 0.165
H -0.225 1.132 -1.235
H 0.083 1.758 0.424
H -1.122 0.220 1.401
H -1.270 -1.557 -0.774
*
```

***

2.
Molecular formula: CHNO2PS
Method: DFT, ωB97M-V with the def2-TZVPD basis set

Properties
- HOMO (alpha / beta): -4.496 / -4.126 eV

```
! wB97M-V def2-TZVPD RIJCOSX def2/J DEFGRID3
* xyz -1 1
C -0.987 1.030 0.001
N -1.224 1.997 -0.637
O -0.549 -0.715 2.216
O 2.322 0.064 -0.405
P -0.502 -0.623 0.745
S -1.085 -1.864 -0.652
H 2.025 0.110 -1.268
*
```

***

Computed relative energy (zero: lowest compared OMol25 entry of this formula, charge and spin), in the same sequence as the records: 390.4, 396.4 kJ/mol.